The following is a DFT calculation (ωB97M-V with the def2-TZVPD basis set) of the ion C3H8N2O with charge -1.

Calculated values
LUMO energy (alpha / beta)	0.1600 / 0.1560	Ha
expectation value of S²	0.75
multiplicity	2
M	88.1	g mol⁻¹
total charge	-1
relative energy (zero: lowest compared OMol25 entry of this formula, charge and spin)	0.562	eV

Last column: Löwdin spin population.
Cartesian coordinates (Å):
C  -1.31964  1.42311  -0.69914  0.08
N  -0.07045  0.71864  -1.02513  0.03
C  0.06652  -0.59580  -0.35557  0.27
C  0.63527  -0.46471  1.01267  0.11
N  1.56711  -1.41324  1.35679  0.08
O  0.18976  0.28431  1.86451  0.01
H  -1.06923  2.37684  -0.21038  0.00
H  -1.90653  0.89897  0.06143  0.01
H  -1.92277  1.68022  -1.57241  0.02
H  -0.09340  0.47054  -2.01460  0.08
H  0.76800  -1.12160  -1.01703  0.12
H  -0.89053  -1.13233  -0.30046  0.06
H  2.11251  -1.83075  0.61221  0.10
H  1.93339  -1.29420  2.28710  0.02

Atoms 1-6, force components in eV/Å:
0.5 0.7 0.8
-0.7 -0.7 -0.1
0.5 1.1 -1.4
0.0 -0.8 1.0
-0.3 0.5 -0.5
-0.2 0.5 0.0

***

The following is a DFT calculation (ωB97M-V with the def2-TZVPD basis set) of a structure of composition C23H17AsN10O2S6SeSn.

Calculated values
LUMO energy	0.1082	Ha
M	930.5	g mol⁻¹
total charge	-2
relative energy (zero: lowest compared OMol25 entry of this formula, charge and spin)	3.027	eV

Last column: Löwdin charge in e.
Cartesian coordinates (Å):
Sn  0.10529  -0.15611  -0.07575  1.05
O  3.36773  1.20261  -2.76133  0.00
C  2.46423  1.51254  -1.99173  -0.50
N  1.14243  1.20539  -2.13769  0.02
C  0.71668  0.75975  -3.37280  -0.45
O  1.25212  0.91282  -4.45460  0.06
C  -0.66311  0.13618  -3.31997  -0.22
C  -1.22103  -0.39144  -4.47647  0.00
C  -2.51417  -0.88089  -4.42614  -0.06
C  -3.19912  -0.84141  -3.21818  -0.05
C  -2.54272  -0.35364  -2.10299  -0.16
N  -1.30473  0.13359  -2.15669  -0.03
C  2.87446  2.20262  -0.70762  -0.22
C  4.21651  2.54759  -0.54858  -0.01
C  4.63517  3.08949  0.65190  -0.07
C  3.70051  3.26849  1.66411  -0.08
C  2.38943  2.90335  1.41266  -0.14
N  1.97748  2.39667  0.25323  0.09
H  -0.61713  -0.40958  -5.37238  0.11
H  -2.98907  -1.27931  -5.31382  0.10
H  -4.20853  -1.21995  -3.13492  0.10
H  -3.00885  -0.34998  -1.12362  0.10
H  4.89637  2.35461  -1.36624  0.11
H  5.67217  3.35828  0.80877  0.10
H  3.98823  3.66543  2.62935  0.09
H  1.62171  3.02056  2.17341  0.11
N  -2.13965  -2.67378  1.37506  -0.07
C  -2.59213  -1.48566  1.73159  -0.67
N  -2.10571  -0.33610  1.31963  -0.05
C  -2.80775  0.73460  1.81811  -0.38
C  -3.84884  0.43850  2.63205  -0.40
S  -3.99501  -1.28497  2.80162  0.98
C  -2.38415  2.06903  1.38268  -0.35
C  -2.58161  3.25201  2.01157  -0.38
S  -1.88054  4.53275  1.07672  0.96
C  -1.34727  3.34599  -0.11220  -0.70
N  -1.68572  2.12954  0.19824  0.04
N  -0.73658  3.71439  -1.26706  0.10
H  -1.22970  -2.70957  0.90349  -0.27
H  -2.39395  -3.55979  1.80336  -0.19
H  -4.55070  1.10249  3.11339  0.05
H  -3.05935  3.46063  2.95518  0.06
H  -0.27879  4.61013  -1.26590  0.08
H  -0.17527  2.95569  -1.67464  0.07
S  -2.28582  -5.33291  2.45329  -0.26
As  -0.96106  -5.50362  0.73815  -0.08
S  -0.39975  -2.48444  -0.98612  -0.02
S  0.28022  -3.43054  0.74356  -0.07
S  0.55782  -6.93423  1.21737  -0.46
Se  4.10701  -1.60126  -1.05745  1.19
N  5.20161  -1.63901  0.31332  -0.24
C  4.46772  -1.36077  1.38553  -0.40
C  4.92840  -1.28285  2.71791  -0.02
C  4.00998  -1.01321  3.68837  -0.06
C  2.65319  -0.79500  3.34936  -0.12
N  2.18141  -0.83629  2.13317  0.09
C  3.06276  -1.12253  1.14852  -0.48
N  2.67170  -1.18922  -0.14029  -0.30
H  5.97108  -1.45538  2.95153  0.11
H  4.31327  -0.98415  4.72737  0.10
H  1.91793  -0.59077  4.12223  0.11

Atoms 1-6, force components in eV/Å:
-0.6 -0.1 0.0
0.3 0.1 0.1
-0.3 -0.5 -0.7
0.2 0.1 0.0
0.2 0.5 0.6
0.0 -0.1 -0.2

***

The following is a DFT calculation (ωB97M-V with the def2-TZVPD basis set) of a structure of composition H2OSn.

Calculated values
LUMO energy	-0.5312	Ha
M	136.7	g mol⁻¹
total charge	+2
relative energy (zero: lowest compared OMol25 entry of this formula, charge and spin)	2.368	eV

Last column: Löwdin charge in e.
Cartesian coordinates (Å):
Sn  1.85668  -2.22940  2.71767  1.96
O  -0.33723  0.73005  -0.63560  -0.05
H  -0.98439  0.05520  -0.84053  0.03
H  -0.53505  1.44414  -1.24155  0.05

Atomic forces in eV per Å
0.0 0.2 -0.1
0.3 -0.4 0.6
-0.3 -0.1 -0.2
0.0 0.4 -0.2

***

The following is a DFT calculation (ωB97M-V with the def2-TZVPD basis set) of a structure of composition C17H17Br2CaNO.

Calculated values
LUMO energy	-0.0087	Ha
M	451.2	g mol⁻¹
total charge	0
relative energy (zero: lowest compared OMol25 entry of this formula, charge and spin)	0.000	eV

Last column: Löwdin charge in e.
Cartesian coordinates (Å):
C  -1.02774  -1.08624  -3.03817  -0.20
C  1.72729  -0.16310  -3.90175  -0.10
C  -1.43133  0.16804  -3.31173  -0.15
H  -1.55924  -1.64336  -2.25083  0.10
C  1.43679  1.10422  -3.56858  -0.15
H  2.72244  -0.55609  -3.65527  0.11
H  -2.27430  0.57842  -2.73571  0.09
H  2.19810  1.68971  -3.04128  0.10
C  -0.97917  1.06178  -4.42964  -0.19
H  -1.79695  1.76963  -4.65290  0.12
H  -0.81011  0.52279  -5.37239  0.10
C  -0.14405  -1.92830  -3.91797  -0.17
H  -0.76765  -2.48414  -4.64545  0.13
H  0.38269  -2.70512  -3.33366  0.12
C  0.90368  -1.11446  -4.72535  -0.20
H  0.39676  -0.63068  -5.57111  0.10
H  1.59765  -1.83604  -5.18968  0.12
C  0.28639  1.90885  -4.10933  -0.18
H  0.58357  2.43241  -5.03999  0.13
H  0.00780  2.71254  -3.40405  0.11
Ca  0.06239  0.02401  -0.69546  1.12
H  -1.92755  0.12142  -0.08110  -0.16
Br  -0.12491  -4.30244  2.05273  0.75
C  -0.03888  -2.60194  2.87726  -0.62
C  -0.08131  -2.36428  4.24434  -0.17
C  -0.06076  -1.06883  4.78060  -0.65
Br  -0.04828  -0.90642  6.65847  0.74
C  0.02603  0.09300  3.95847  -0.19
C  0.05193  1.44832  4.35782  -0.02
C  0.10563  2.46338  3.42014  -0.05
C  0.16052  2.13678  2.05204  -0.13
N  0.21145  0.86088  1.63133  -0.03
C  0.12279  -0.13365  2.55607  -0.17
C  0.10819  -1.48315  2.00839  -0.43
O  0.22151  -1.64173  0.73101  -0.36
H  -0.12417  -3.22195  4.91309  0.10
H  0.03471  1.66028  5.41404  0.08
H  0.10681  3.52520  3.69373  0.11
H  0.17460  2.88947  1.26058  0.10

Atoms 1-6, force components in eV/Å:
-0.9 -0.1 -0.6
0.4 0.2 0.0
-0.5 -0.4 0.2
0.2 0.4 -0.1
0.5 0.1 -0.6
-0.4 0.2 0.4

***

Question: Among the records above, which one has the highest total charge?
Answer: H2OSn

***

Question: Number 2 is which compound?
Answer: C23H17AsN10O2S6SeSn